C3H7PS2 as an isolated structure, computed with wB97M-V/def2-TZVPD.

Structure (XYZ):
```
13
Properties=species:S:1:pos:R:3:forces:R:3
H -1.466 -2.858 1.584 -0.03 -0.13 0.04
C 0.279 1.264 -0.263 -0.18 -0.11 -0.06
H -0.326 -2.641 0.233 0.03 -0.11 -0.03
H 1.958 1.106 -1.697 -0.09 0.03 -0.01
P -0.688 -0.084 -1.092 -2.17 2.44 -0.66
C -0.799 -2.164 1.086 -0.07 0.43 -0.08
H -0.046 -1.804 1.781 0.06 -0.10 0.01
H -2.055 1.014 -1.577 2.57 -2.06 0.78
H -0.294 2.031 0.252 0.13 -0.06 -0.11
H 1.959 2.640 -0.716 -0.09 0.03 0.01
S 1.694 0.641 0.692 -0.07 -0.24 0.21
C 1.612 1.619 -0.806 0.11 0.14 -0.31
S -1.828 -0.763 0.523 -0.20 -0.26 0.20
```
Positions in Å, forces in eV/Å.

Results
LUMO	0.450	eV
calculated total energy	-1256.17566	a.u.
HOMO	-8.76	eV
ΔE to the lowest compared entry with this formula, charge and spin	0.666	eV
maximum force	3.39	eV Å⁻¹
spin multiplicity	1

Atom charges from the Löwdin analysis, given in e for atoms 1 to 4: 0.02 -0.94 0.02 0.06